Record 1
{"formula": "C34H48F5Ge3PdS5Se", "method": "wB97M-V/def2-TZVPD", "species": ["Pd", "C", "C", "Ge", "C", "C", "C", "C", "Ge", "C", "C", "C", "C", "C", "C", "C", "C", "C", "C", "H", "H", "H", "H", "H", "H", "H", "H", "H", "H", "H", "H", "H", "H", "H", "H", "H", "H", "H", "H", "H", "H", "H", "H", "H", "H", "C", "C", "C", "C", "Ge", "C", "C", "C", "C", "H", "H", "H", "H", "H", "H", "H", "H", "H", "H", "H", "H", "H", "H", "H", "H", "H", "H", "H", "F", "C", "C", "F", "C", "F", "C", "Se", "C", "F", "C", "F", "C", "S", "C", "C", "S", "S", "C", "S", "S", "H", "H", "H"], "coordinates": [[-0.53689, -0.08393, 0.36620], [-0.82009, 1.86247, 5.21790], [-1.32019, 1.66377, 3.80930], [-0.37339, 0.11217, 2.82310], [-1.33459, -1.59813, 3.42200], [-1.19819, -1.88153, 4.90320], [1.48061, 0.22907, 3.50260], [2.51811, 0.02147, 2.67900], [1.93651, -0.15763, 0.71190], [2.78311, -1.82323, -0.20540], [4.25571, -1.78873, -0.55220], [1.93431, 1.71237, -0.13690], [3.30221, 2.31357, -0.40280], [3.91071, -0.08123, 3.02330], [4.89841, 0.14677, 2.04520], [6.23601, 0.12517, 2.36390], [6.63151, -0.15883, 3.67160], [5.66751, -0.37803, 4.65660], [4.32771, -0.36513, 4.34200], [-1.49379, 2.54967, 5.73300], [0.17141, 2.30697, 5.23080], [-0.81309, 0.93587, 5.78640], [-1.18539, 2.57067, 3.22100], [-2.37479, 1.38257, 3.79680], [-0.93129, -2.42703, 2.83270], [-2.38909, -1.46983, 3.17210], [-0.15759, -1.98133, 5.20020], [-1.70609, -2.81863, 5.13660], [-1.66999, -1.10453, 5.50070], [1.61561, 0.57447, 4.52020], [2.19951, -1.97683, -1.11950], [2.57261, -2.65573, 0.47170], [4.51691, -0.94503, -1.18540], [4.48651, -2.70063, -1.10710], [4.88361, -1.78813, 0.33470], [1.36661, 2.34267, 0.55930], [1.36511, 1.64407, -1.07210], [3.84471, 2.47027, 0.52680], [3.18031, 3.27977, -0.89000], [3.89361, 1.67857, -1.06030], [4.58191, 0.37577, 1.03630], [6.97831, 0.31917, 1.60410], [7.68101, -0.21643, 3.91800], [5.98111, -0.56153, 5.67270], [3.59661, -0.55693, 5.11070], [1.93291, -0.09593, -6.17300], [2.32541, 0.73547, -4.97040], [1.15641, 1.05877, -4.02850], [0.76881, -0.13803, -3.17130], [-0.88739, 0.31227, -2.06870], [-2.73949, -0.33893, -2.55540], [-3.27409, 0.23027, -3.86400], [-2.51419, -0.20593, -5.11010], [-2.45859, -1.71063, -5.30840], [2.76101, -0.13323, -6.87850], [1.07191, 0.33587, -6.67800], [1.70181, -1.12653, -5.90630], [2.71461, 1.69717, -5.32440], [3.12901, 0.24837, -4.41280], [0.30341, 1.38407, -4.62690], [1.44281, 1.89677, -3.38720], [1.60121, -0.42123, -2.52050], [0.52051, -1.00253, -3.78670], [-0.91819, 1.87377, -2.14950], [-3.40759, -0.04163, -1.73910], [-2.72609, -1.43083, -2.59800], [-3.29189, 1.32237, -3.81470], [-4.31129, -0.10963, -3.95160], [-1.49299, 0.19277, -5.06310], [-2.99489, 0.25207, -5.97850], [-1.91939, -2.20363, -4.49960], [-1.95559, -1.94483, -6.24290], [-3.46169, -2.13133, -5.35230], [-5.43839, -4.84823, 1.40230], [-4.34279, -4.26763, 0.96500], [-4.20139, -2.87913, 1.07310], [-5.14769, -2.12273, 1.62510], [-3.03549, -2.28603, 0.61730], [-2.85209, -0.93713, 0.75900], [-2.00529, -3.01273, 0.04100], [-0.38779, -2.25193, -0.58370], [-2.15709, -4.39523, -0.05470], [-1.14669, -5.06843, -0.59200], [-3.30289, -5.03173, 0.41430], [-3.40819, -6.34083, 0.35590], [-1.69889, 5.20817, -0.48880], [-3.10549, 5.41177, 0.62660], [-3.75739, 3.83057, 0.92230], [-3.19829, 2.56447, 0.86910], [-1.57579, 2.21047, 0.48880], [-4.29589, 1.26607, 1.33050], [-5.68669, 2.23907, 1.69000], [-7.10669, 1.56467, 2.19380], [-5.42459, 3.94267, 1.46090], [-1.52229, 6.20547, -0.88470], [-1.94989, 4.52987, -1.29470], [-0.82249, 4.86507, 0.05340]], "forces_ev_per_angstrom": [[-1.053, -0.585, 0.276], [0.089, -0.002, 0.281], [-0.017, -0.784, -1.539], [-0.190, 0.435, 3.850], [0.121, 0.182, -1.201], [0.250, 0.364, 0.225], [-0.559, 0.135, -1.181], [-1.553, -0.485, -1.252], [2.639, -0.146, 0.085], [-0.995, 0.792, 0.190], [0.220, -0.058, 0.035], [-0.727, -0.816, 0.104], [0.204, -0.138, 0.123], [1.311, 0.107, 0.216], [-0.781, 0.058, 0.529], [0.410, -0.188, 0.311], [-0.388, 0.080, -0.174], [0.466, -0.043, -0.158], [-0.353, 0.317, -0.631], [0.052, 0.009, 0.049], [0.091, -0.044, 0.075], [0.111, -0.010, 0.113], [-0.100, 0.114, 0.057], [-0.101, 0.135, 0.001], [-0.092, 0.054, -0.004], [0.041, 0.018, -0.137], [0.074, -0.015, 0.130], [0.017, -0.028, -0.060], [0.030, 0.006, 0.106], [-0.079, -0.220, 0.252], [0.102, -0.053, 0.132], [-0.135, 0.141, 0.013], [0.101, 0.111, -0.046], [0.021, 0.046, -0.031], [0.026, 0.059, -0.039], [0.055, -0.078, -0.038], [0.096, 0.067, 0.126], [0.119, 0.036, -0.023], [0.029, 0.053, -0.024], [0.105, 0.027, -0.021], [0.101, 0.052, -0.144], [0.067, -0.018, -0.045], [0.055, 0.080, 0.037], [0.004, -0.105, 0.075], [-0.128, -0.062, 0.099], [0.144, -0.227, -0.013], [-0.074, 0.525, 0.016], [0.156, -0.088, 0.058], [-0.649, 0.074, 0.625], [-0.128, -0.429, -3.023], [0.543, 0.094, 0.427], [0.036, 0.096, -0.116], [0.087, 0.116, -0.005], [-0.023, 0.103, -0.002], [-0.054, -0.028, -0.080], [-0.075, 0.030, -0.120], [-0.099, -0.079, 0.010], [0.057, -0.153, 0.070], [0.045, 0.039, 0.045], [-0.035, 0.121, -0.044], [-0.060, 0.052, 0.054], [-0.112, 0.001, 0.028], [-0.120, -0.140, 0.033], [0.001, -0.074, 0.531], [0.116, -0.093, 0.070], [0.101, 0.039, 0.168], [-0.101, 0.039, -0.009], [-0.019, 0.110, 0.025], [-0.016, 0.039, -0.118], [0.118, 0.032, 0.062], [0.091, -0.133, 0.016], [0.038, -0.109, -0.023], [-0.070, -0.080, -0.013], [0.328, 0.135, -0.122], [0.175, 0.098, -0.012], [0.308, 0.223, -0.101], [0.047, -0.173, -0.063], [0.044, 0.029, -0.048], [-0.650, -0.795, 0.000], [-0.233, 0.216, 0.148], [0.195, 0.585, 0.600], [0.123, 0.114, -0.006], [-0.395, -0.315, 0.135], [0.077, 0.085, -0.036], [-0.053, 0.122, -0.044], [0.183, 0.023, 0.273], [-0.335, -1.363, -0.082], [-1.791, 4.222, 0.307], [1.905, -4.305, -0.084], [-1.028, 0.806, 0.342], [0.525, 0.707, -0.298], [-1.638, -1.012, 0.770], [1.615, 0.955, -0.599], [1.086, 0.046, -0.396], [-0.070, 0.116, 0.019], [-0.078, -0.069, -0.109], [0.006, 0.074, -0.007]], "lowdin_charge": [0.097, -0.150, -0.368, 0.951, -0.332, -0.130, -0.214, -0.332, 1.011, -0.378, -0.143, -0.358, -0.137, -0.247, -0.073, -0.047, -0.028, -0.044, -0.012, 0.092, 0.078, 0.064, 0.026, 0.046, 0.059, 0.050, 0.081, 0.095, 0.068, 0.069, -0.013, 0.066, 0.073, 0.095, 0.065, 0.041, -0.007, 0.075, 0.088, 0.075, 0.066, 0.119, 0.120, 0.119, 0.114, -0.095, -0.255, -0.304, -0.326, 0.858, -0.335, -0.275, -0.260, -0.088, 0.085, 0.079, 0.072, 0.119, 0.110, 0.095, 0.094, 0.041, 0.071, -0.018, 0.050, 0.054, 0.107, 0.126, 0.078, 0.124, 0.058, 0.086, 0.088, 0.196, -0.092, -0.123, 0.131, -0.238, -0.116, -0.419, 1.019, -0.226, 0.114, -0.110, 0.188, -0.332, 1.060, -0.857, -0.940, 0.753, 0.996, -1.385, 0.847, 1.060, 0.068, 0.047, 0.032], "orbital_gap_ev": [2.92, 2.93], "largest_force_ev_per_a": 4.7, "charge": 3, "e_tot_ha": -12573.526537}

Record 2
{"formula": "C34H48F6NO28S2", "method": "wB97M-V/def2-TZVPD", "species": ["C", "F", "F", "F", "S", "O", "O", "N", "S", "O", "O", "C", "F", "F", "F", "C", "C", "C", "O", "C", "O", "O", "H", "H", "H", "H", "H", "H", "C", "C", "C", "O", "C", "O", "O", "H", "H", "H", "H", "H", "H", "C", "C", "C", "O", "C", "O", "O", "H", "H", "H", "H", "H", "H", "C", "C", "C", "O", "C", "O", "O", "H", "H", "H", "H", "H", "H", "C", "C", "C", "O", "C", "O", "O", "H", "H", "H", "H", "H", "H", "C", "C", "C", "O", "C", "O", "O", "H", "H", "H", "H", "H", "H", "C", "C", "C", "O", "C", "O", "O", "H", "H", "H", "H", "H", "H", "C", "C", "C", "O", "C", "O", "O", "H", "H", "H", "H", "H", "H"], "coordinates": [[-21.78213, -1.10794, -10.82591], [-22.66170, -0.02831, -10.65428], [-20.57024, -0.89701, -10.29076], [-22.29332, -2.19784, -10.23502], [-21.50459, -1.53090, -12.76128], [-20.37551, -2.43200, -12.73643], [-22.76990, -2.11815, -13.22346], [-21.13882, 0.02505, -13.41968], [-20.40179, -0.26388, -14.73072], [-18.96642, -0.41618, -14.59788], [-21.09704, -1.25705, -15.58108], [-20.72868, 1.39398, -15.84159], [-21.98093, 1.46003, -16.30770], [-20.39400, 2.53296, -15.21606], [-19.80738, 1.40587, -16.80159], [-23.16248, 5.56645, -15.50044], [-24.02361, 5.16500, -16.73911], [-23.98551, 3.68509, -16.86388], [-25.33284, 3.31670, -16.89411], [-26.11420, 4.29415, -16.56763], [-27.31636, 4.28549, -16.42178], [-25.34582, 5.37892, -16.38419], [-23.69232, 5.34454, -14.57409], [-23.18038, 6.65313, -15.41736], [-22.13306, 5.23174, -15.37246], [-23.63451, 5.65828, -17.62983], [-23.50643, 3.23853, -15.99258], [-23.50611, 3.40077, -17.80061], [-24.68868, 0.32782, -15.03598], [-24.94114, 0.92348, -13.62654], [-23.79626, 1.96495, -13.22695], [-24.42928, 3.09144, -12.82210], [-25.72128, 3.05098, -13.18163], [-26.50113, 4.00213, -13.10788], [-25.95997, 1.91577, -13.82557], [-25.46832, -0.36223, -15.35862], [-23.73321, -0.19675, -15.03352], [-24.46308, 1.04383, -15.82626], [-25.20131, 0.16826, -12.88489], [-23.21476, 2.31407, -14.08022], [-23.17034, 1.56597, -12.42874], [-19.29270, -5.55072, -15.05420], [-17.83547, -4.99949, -15.36036], [-17.23819, -4.11725, -14.26984], [-16.39145, -5.00358, -13.55603], [-16.22509, -6.11460, -14.27721], [-15.62831, -7.12426, -13.91526], [-16.87124, -6.01443, -15.44198], [-19.32239, -5.87534, -14.01408], [-19.47319, -6.39829, -15.71536], [-20.06763, -4.80985, -15.25089], [-17.86720, -4.42870, -16.28842], [-18.06689, -3.85202, -13.61333], [-16.82038, -3.13333, -14.48302], [-23.83570, -1.96114, -17.57716], [-23.69426, -3.50407, -17.35128], [-24.54770, -4.45646, -18.18078], [-23.64096, -5.24631, -18.80432], [-22.41603, -4.95099, -18.39629], [-21.37319, -5.57191, -18.57075], [-22.38494, -3.85862, -17.73130], [-23.41354, -1.74374, -18.55829], [-23.28615, -1.41707, -16.80899], [-24.86281, -1.62776, -17.42884], [-23.85216, -3.70603, -16.29186], [-25.15664, -3.86950, -18.86836], [-25.28133, -4.96754, -17.55734], [-22.09966, -6.09216, -9.44285], [-22.53646, -5.96647, -10.93055], [-21.45454, -5.83581, -11.93365], [-21.64556, -6.79576, -12.92006], [-22.72918, -7.54281, -12.57589], [-23.15544, -8.56384, -13.18101], [-23.24096, -7.13277, -11.35994], [-22.96564, -6.08121, -8.78100], [-21.53749, -5.23238, -9.07839], [-21.56440, -6.99792, -9.15788], [-23.20361, -5.12181, -11.10249], [-20.46194, -6.05732, -11.54151], [-21.25828, -4.84866, -12.35211], [-17.95321, 2.17074, -12.57209], [-18.92058, 3.35296, -12.53893], [-20.34947, 2.99499, -12.13731], [-20.72266, 4.06339, -11.21230], [-19.58619, 4.61938, -10.70133], [-19.48666, 5.21166, -9.60941], [-18.55659, 4.21773, -11.44924], [-17.55097, 1.98793, -11.57565], [-17.08111, 2.37481, -13.19330], [-18.36721, 1.22079, -12.91017], [-19.05712, 3.77357, -13.53519], [-20.46020, 1.95452, -11.83189], [-20.99703, 3.09412, -13.00847], [-20.88487, 1.92678, -20.18383], [-20.47836, 3.24064, -19.51725], [-19.25853, 3.90035, -20.07204], [-19.78381, 5.19530, -20.43199], [-21.14267, 5.24246, -20.28086], [-21.77461, 6.20181, -20.69686], [-21.56452, 4.07390, -19.84598], [-20.08846, 1.26185, -19.84962], [-21.00773, 1.96262, -21.26630], [-21.83011, 1.48086, -19.87435], [-20.43309, 3.07282, -18.44120], [-18.85950, 3.35017, -20.92420], [-18.53565, 3.87704, -19.25657], [-17.40910, -0.56234, -18.73132], [-18.27482, -1.63910, -19.38942], [-19.09948, -2.40282, -18.33990], [-20.46866, -2.32990, -18.76244], [-20.52411, -1.46293, -19.76550], [-21.54679, -1.02696, -20.25175], [-19.28820, -1.04613, -20.17854], [-16.73830, -0.18495, -19.50314], [-16.79478, -0.83431, -17.87298], [-18.05455, 0.25555, -18.41109], [-17.58696, -2.23667, -19.98763], [-18.87724, -1.98379, -17.35851], [-18.77725, -3.44366, -18.37026]], "forces_ev_per_angstrom": [[-0.250, 0.508, -1.225], [1.915, -1.965, -0.060], [-1.204, 0.534, -0.224], [0.023, 0.863, -0.507], [-1.625, 0.023, 0.354], [-0.210, 0.665, 0.123], [1.578, 1.473, 0.860], [-1.526, -1.946, 2.752], [0.194, -0.836, -4.316], [-0.687, 0.589, -0.419], [1.177, 1.325, 0.975], [1.305, -0.766, 1.595], [1.065, -0.084, 0.077], [-1.122, 0.408, 1.075], [-0.395, -1.204, -1.353], [-0.847, 1.463, 0.242], [2.513, -0.073, 2.229], [0.879, -0.723, -0.663], [-0.163, -3.071, -0.878], [-2.620, 1.601, 0.799], [1.910, -0.259, -0.418], [-1.230, 2.269, -0.137], [-0.212, -0.781, -0.094], [0.428, 0.248, -0.332], [-0.041, -0.252, -0.673], [-0.750, 0.361, -0.142], [-0.027, -0.206, -0.216], [0.037, -0.452, 0.165], [0.904, -0.477, 0.724], [1.585, 2.103, -2.404], [0.993, -2.864, -0.401], [-1.560, 1.984, 1.770], [-1.811, 3.054, -0.789], [2.009, -2.612, 0.220], [-1.770, -0.837, 0.531], [-0.019, 0.143, 0.104], [-0.075, -0.598, 0.452], [-0.768, 0.551, 0.317], [-0.043, 0.271, 0.092], [0.413, -0.915, -0.267], [0.158, 0.179, -0.207], [1.759, 0.127, -0.291], [-1.523, 1.300, -0.325], [-2.075, 0.534, 1.161], [0.603, 0.166, 0.243], [1.136, -2.807, 0.965], [-0.998, 2.539, -0.754], [0.084, -1.010, -0.696], [-0.150, -0.075, -0.022], [-0.026, -0.030, 0.093], [0.213, 0.197, 0.104], [0.104, -0.370, -0.229], [0.000, 0.004, 0.340], [0.762, -0.461, -0.593], [-0.009, -1.200, 0.391], [-0.729, 2.298, 0.863], [-2.147, 2.581, 0.911], [0.564, -2.533, -1.516], [3.924, -2.334, -0.680], [-2.172, 0.220, -0.624], [-0.164, 1.794, 1.841], [-0.318, 0.288, -0.049], [0.385, -0.276, -0.145], [-0.178, -0.161, -0.492], [0.343, -0.093, 0.139], [0.155, -0.132, -0.562], [0.349, -0.599, 0.019], [-0.770, 0.327, -0.021], [-0.527, 0.355, 1.240], [3.375, 0.951, 0.277], [-2.124, -1.348, -0.883], [-1.270, -4.027, -1.067], [1.759, 4.497, 2.216], [0.449, -0.558, -1.364], [-0.358, -0.094, -0.260], [0.289, 0.103, -0.500], [0.194, -0.062, -0.648], [-0.254, 0.059, 0.595], [0.089, -0.232, 0.641], [-0.863, 0.138, -0.269], [0.520, 0.146, 0.175], [-0.892, -1.465, 0.569], [-0.509, 0.677, -0.806], [0.234, -0.544, 0.354], [-0.268, -0.229, 3.169], [-0.488, -1.414, -4.065], [1.340, 1.045, -0.626], [-0.201, 0.093, 0.168], [-0.067, 0.126, -0.128], [-0.366, 0.256, -0.183], [0.928, 1.012, 0.276], [-0.100, 0.294, 1.051], [-0.134, 0.074, 0.221], [0.897, -0.533, 0.742], [-2.011, -2.586, -0.681], [-0.488, 0.077, 0.294], [1.004, 0.029, 0.359], [0.221, 2.129, -2.392], [0.789, -2.118, 1.519], [-1.419, 1.502, 0.837], [-0.097, -0.602, -0.659], [0.673, 0.306, -0.059], [0.071, 0.376, 0.646], [-0.067, 0.348, 0.044], [-0.027, 0.393, -0.229], [0.402, 0.886, -0.339], [-0.190, 0.685, -0.766], [0.435, 0.327, 1.483], [1.136, -1.163, -0.391], [1.138, 0.519, 0.168], [-1.375, 1.308, -0.998], [1.343, -0.878, 0.522], [-0.521, -0.073, -0.344], [0.105, 0.258, 0.091], [-0.197, -0.571, -0.081], [-0.029, 0.050, 0.086], [-0.567, -0.402, -0.260], [-0.849, 0.029, 0.148], [-0.386, -0.133, 0.308]], "lowdin_charge": [-0.540, 0.075, 0.127, 0.123, 0.684, -0.317, -0.315, -0.291, 0.541, -0.310, -0.337, -0.581, 0.129, 0.100, 0.110, -0.003, -0.307, -0.118, 0.103, -0.577, 0.152, 0.103, 0.085, 0.080, 0.079, 0.156, 0.098, 0.137, -0.017, -0.197, -0.136, 0.067, -0.537, 0.124, 0.077, 0.087, 0.046, 0.070, 0.153, 0.106, 0.104, 0.025, -0.289, -0.093, 0.085, -0.552, 0.116, 0.091, 0.071, 0.090, 0.086, 0.132, 0.117, 0.134, 0.012, -0.264, -0.134, 0.115, -0.594, 0.115, 0.095, 0.080, 0.046, 0.079, 0.152, 0.134, 0.137, -0.007, -0.303, -0.150, 0.071, -0.444, 0.084, 0.075, 0.076, 0.080, 0.087, 0.152, 0.138, 0.118, -0.006, -0.290, -0.091, 0.063, -0.507, 0.099, 0.080, 0.093, 0.083, 0.056, 0.138, 0.107, 0.100, -0.010, -0.329, -0.078, 0.064, -0.538, 0.126, 0.086, 0.069, 0.106, 0.085, 0.134, 0.137, 0.135, -0.018, -0.308, -0.065, 0.087, -0.532, 0.123, 0.067, 0.081, 0.091, 0.071, 0.149, 0.120, 0.131], "orbital_gap_ev": 10.29, "largest_force_ev_per_a": 5.3, "charge": -1, "e_tot_ha": -4881.499686}

What is the formula in the first record? C34H48F5Ge3PdS5Se